Model A:
A 2-piece molecular cluster, C3H10NO overall, computed with ωB97M-V/def2-TZVPD.

Element x y z (Å)
C1 2.79178 -0.22786 -0.48052
N1 1.78541 -0.31426 0.36129
H1 3.62828 -0.81178 -0.23054
H2 2.51414 0.05805 -1.45164
H3 0.80955 0.19146 0.10494
H4 1.80407 -0.93160 1.18658
C2 -1.49997 0.38573 0.61785
O1 -0.26624 1.25711 0.02688
C3 -1.87055 -0.46151 -0.57496
H5 -1.24909 -0.19428 1.56917
H6 -2.31346 1.21601 0.74847
H7 -0.33373 1.95124 0.65545
H8 -1.04937 -1.31360 -0.73581
H9 -2.74118 -0.99045 -0.37320
H10 -2.00965 0.18574 -1.42399

Summary:
E_HOMO   -15.51 eV
2S+1   1
Orbital gap   10.23 eV
Charge   +1

Löwdin population analysis, charges in e, atoms 1 to 5: 0.18 0.16 0.10 0.11 0.09


Model B:
An isolated ion of composition C3H10NO and charge +1, computed with ωB97M-V/def2-TZVPD.

Element x y z (Å)
O1 -0.02685 1.16256 1.71495
C1 0.38230 -0.20947 1.60303
C2 -0.01706 -0.92567 0.31371
N1 0.45050 0.15427 -0.74231
C3 -0.49101 0.24661 -1.87830
H1 -0.83834 1.49328 2.13559
H2 1.50236 -0.21278 1.55572
H3 -0.05228 -0.67466 2.46997
H4 -1.10713 -1.07591 0.15075
H5 0.55437 -1.84790 0.07189
H6 1.39419 0.10942 -1.01849
H7 0.39023 1.10716 -0.25241
H8 -0.47510 -0.75865 -2.18351
H9 -0.18010 1.04520 -2.59720
H10 -1.48607 0.38656 -1.34340

Summary:
E_HOMO   -15.55 eV
2S+1   1
Orbital gap   12.27 eV
Charge   +1
Structure (SMILES)   C[NH2+]CCO

Löwdin population analysis, charges in e, atoms 1 to 5: -0.07 -0.21 -0.05 -0.03 0.00


Short version: model B is the most stable of them.


Model A:
A 2-piece molecular cluster, C3H10NO overall, computed with ωB97M-V/def2-TZVPD.

Element x y z (Å)
C1 0.70814 1.21054 0.49421
C2 0.88290 -1.34800 0.31013
C3 -1.10513 -0.17449 -0.46831
N1 0.43731 -0.05719 -0.20167
O1 -1.79175 -0.09012 0.61371
H1 1.79120 1.38611 0.25785
H2 0.20806 1.99286 -0.12240
H3 0.57133 1.27503 1.60443
H4 0.07253 -1.82262 0.93627
H5 1.04022 -2.05724 -0.53735
H6 1.89987 -1.27130 0.75579
H7 -1.21074 1.65842 -1.55092
H8 -1.38416 -0.63876 -1.40564
H9 0.58985 0.06829 -1.17476
H10 -2.70964 -0.13153 0.48865

Summary:
E_HOMO (spin up / spin down)   -13.25 / -13.99 eV
2S+1   1
Orbital gap (spin up / spin down)   8.63 / 9.69 eV
Charge   +1

Löwdin population analysis, charges in e, atoms 1 to 5: -0.02 0.00 -0.20 -0.18 0.12


Model B:
An isolated ion of composition C3H10NO and charge +1, computed with ωB97M-V/def2-TZVPD.

Element x y z (Å)
C1 -0.12612 -0.63564 0.48034
C2 0.08063 0.72189 -0.11114
C3 -1.36522 1.26434 -0.25119
O1 0.75928 0.84205 -1.34265
N1 1.22524 -1.47559 0.47838
H1 -0.74140 -1.27673 -0.11310
H2 -0.38334 -0.54103 1.55840
H3 0.58326 1.30052 0.64666
H4 -1.37302 2.22508 -0.76894
H5 -1.94315 0.64077 -0.92750
H6 -1.90519 1.36396 0.75594
H7 0.27967 0.72112 -2.16851
H8 1.74240 -1.78450 -0.35120
H9 1.92692 -1.00716 1.05354
H10 1.24004 -2.35911 1.06098

Summary:
E_HOMO   -15.11 eV
2S+1   1
Orbital gap   11.23 eV
Charge   +1
Structure (SMILES)   C[C@H](O)C[NH3+]

Löwdin population analysis, charges in e, atoms 1 to 5: -0.06 -0.44 -0.03 0.00 0.18


Short version: model B is the most stable of them.


Model A:
C5H12N2O2 in the gas phase, computed with ωB97M-V/def2-TZVPD.

Element x y z (Å)
C1 2.06392 -0.37781 -0.93002
C2 1.23494 0.40607 0.08813
N1 0.58270 -0.62020 1.09349
O1 1.84019 1.37939 0.70316
H1 0.69839 -0.21451 2.01862
H2 1.00430 -1.54595 1.08973
H3 1.50399 -1.18450 -1.41500
H4 2.93845 -0.80026 -0.43057
H5 2.41103 0.31342 -1.69814
C3 -1.56683 -1.26565 -0.50636
C4 -1.14700 0.01318 0.14619
N2 -1.97548 0.59066 1.00238
C5 -0.16481 0.94129 -0.53133
O2 -0.30628 2.25997 -0.10407
H6 0.58821 2.36729 0.37188
H7 -2.65249 0.06943 1.53392
H8 -1.76922 1.55724 1.23551
H9 -0.23560 0.84933 -1.62077
H10 -0.73410 -1.72862 -1.02944
H11 -1.96626 -1.97399 0.22022
H12 -2.34805 -1.03579 -1.23754

Summary:
E_HOMO   -8.16 eV
2S+1   1
Orbital gap   8.76 eV

Löwdin population analysis, charges in e, atoms 1 to 5: -0.02 -0.67 0.11 -0.14 0.10


Model B:
C5H12N2O2 as an isolated structure, computed with ωB97M-V/def2-TZVPD.

Element x y z (Å)
C1 0.68160 -2.26649 -0.65681
C2 -0.55547 0.13659 -0.48813
C3 -1.09120 -0.35683 -1.96797
C4 -1.60236 -0.30622 0.66311
C5 -0.14478 1.53021 -0.18430
H1 1.68713 -2.81814 -0.20838
H2 0.63434 -2.23091 -1.84349
H3 -0.05135 -2.64266 -0.01246
H4 -0.20744 -0.09708 -2.69274
H5 -1.39681 -1.44355 -1.88556
H6 -2.05220 0.09765 -2.29690
H7 -1.97295 -1.45344 0.34375
H8 -2.45588 0.40892 0.73082
H9 -0.30287 -1.18218 2.10473
H10 -0.04206 0.52302 1.71715
H11 -0.90562 2.33966 -0.49705
H12 1.26243 0.20302 0.59507
N1 -0.80245 -0.18118 1.83990
N2 0.80072 2.08272 0.39878
O1 0.64374 -0.84262 -0.12072
O2 2.11734 1.16279 0.63058

Summary:
E_HOMO   -9.18 eV
2S+1   1
Orbital gap   9.59 eV

Löwdin population analysis, charges in e, atoms 1 to 5: -0.02 -0.35 -0.03 -0.23 -0.22


Model C:
C5H12N2O2 in the gas phase, computed with ωB97M-V/def2-TZVPD.

Element x y z (Å)
C1 -1.34491 -0.05028 -0.48546
C2 0.91950 1.44054 -1.17646
C3 -1.15758 -1.20941 -1.44356
N1 -0.16083 1.14348 1.04272
C4 1.12900 -0.41173 0.56414
C5 0.33618 0.49933 -0.15838
N2 -0.47285 0.53243 2.28691
O1 0.67159 -1.49648 1.27484
O2 2.44724 -0.57380 0.16856
H1 2.71934 -1.46744 0.41949
H2 -0.03384 -1.12913 1.87221
H3 0.26855 0.79400 2.95118
H4 -1.34306 0.93845 2.62099
H5 -1.94024 -0.35257 0.37214
H6 -1.85884 0.78309 -0.95817
H7 0.13106 2.07569 -1.58806
H8 1.64550 2.12282 -0.72294
H9 1.43883 0.87717 -1.95352
H10 -2.14149 -1.49838 -1.83449
H11 -0.54058 -0.94519 -2.30485
H12 -0.71256 -2.07259 -0.94730

Summary:
E_HOMO (spin up / spin down)   -7.43 / -6.17 eV
2S+1   1
Orbital gap (spin up / spin down)   8.12 / 6.69 eV

Löwdin population analysis, charges in e, atoms 1 to 5: -0.13 -0.02 -0.13 -0.03 -0.34


Short version: model A is the most stable of them.


Model A:
C5H12N2O2 in the gas phase, computed with ωB97M-V/def2-TZVPD.

Element x y z (Å)
C1 -2.28159 -1.76520 -0.22625
C2 -0.65695 -0.11570 -0.26811
C3 -1.76075 2.08794 0.19707
C4 2.70619 0.59666 -0.83992
C5 1.97483 -0.88574 1.05757
H1 -2.68447 -1.27399 0.64333
H2 -3.13143 -1.41296 -1.11072
H3 -2.41875 -2.86657 -0.33819
H4 -1.60720 2.56173 -0.79333
H5 -1.13368 2.58041 1.00164
H6 -2.78893 2.17811 0.09281
H7 3.55076 -0.14253 -1.22660
H8 3.04315 1.19256 0.06546
H9 2.23972 1.18372 -1.67916
H10 0.74802 -1.28303 1.36799
H11 1.87908 -0.13174 1.81281
H12 2.65790 -1.76296 1.11669
N1 0.57788 0.27086 -0.06848
N2 1.70351 -0.39527 -0.37308
O1 -0.91362 -1.22162 -0.57802
O2 -1.70369 0.60531 0.14650

Summary:
E_HOMO   -7.45 eV
2S+1   1
Orbital gap   8.21 eV
Structure (SMILES)   COC(=NN(C)C)OC

Löwdin population analysis, charges in e, atoms 1 to 5: 0.03 -0.64 -0.01 -0.11 -0.07


Model B:
C5H12N2O2 as an isolated structure, computed with ωB97M-V/def2-TZVPD.

Element x y z (Å)
C1 1.12338 -1.98550 1.22602
C2 1.07274 -0.48440 -0.75268
O1 1.53181 -0.73020 0.70595
O2 0.87215 -1.41652 -1.53090
H1 1.76416 0.33337 -1.03652
H2 0.15065 -1.86325 1.72207
H3 1.83851 -2.29996 1.98814
H4 1.08753 -2.74146 0.43775
C3 -1.00000 1.19881 -1.52078
C4 -0.65349 0.28636 -0.35305
N1 -1.61650 -0.77006 -0.16213
N2 0.30079 2.09865 0.97150
C5 -0.25242 0.88369 0.89078
H5 -2.57503 -0.45497 -0.09623
H6 -1.30852 -1.56702 -0.71958
H7 0.64190 2.52148 0.12046
H8 0.79138 2.35187 1.81550
H9 -0.51564 0.39899 1.81996
H10 -1.89200 1.80558 -1.35149
H11 -0.16790 1.85861 -1.78003
H12 -1.19351 0.57592 -2.39475

Summary:
E_HOMO   -8.00 eV
2S+1   1
Orbital gap   8.40 eV

Löwdin population analysis, charges in e, atoms 1 to 5: -0.13 -0.39 -0.22 -0.02 0.14


Short version: model B is the most stable of them.